No. 1
The following is a quantum chemistry calculation of C19H37BrIrNOS2Si as an isolated structure, from OMol25.

As for the molecular weight: 659.85 Da. The net charge is +3. As for the spin multiplicity: 6. Its LUMO energy (alpha / beta) is -9.79 / -12.72 eV. The expectation value of S² is 8.785.

```
63
Properties=species:S:1:pos:R:3:nbo_charge:R:1
Ir 3.1444 -0.0798 -0.3673 1.12
S 5.5903 0.4918 -0.4221 0.29
C 5.0623 2.1293 -0.2327 -0.04
C 5.8865 3.2283 0.0103 -0.14
C 5.2853 4.4729 0.1482 -0.12
C 3.9051 4.5763 0.0253 -0.17
C 3.1558 3.4254 -0.2216 0.08
N 3.7203 2.2358 -0.3340 -0.50
H 6.9552 3.1026 0.0994 0.27
H 5.8825 5.3533 0.3407 0.27
H 3.4146 5.5322 0.1231 0.26
H 2.0815 3.4706 -0.3362 0.22
C -3.5308 -2.1689 -0.8518 -0.64
C -2.0784 -1.8044 -0.5195 -0.53
C -1.5163 -2.7976 0.5020 -0.63
C -1.2234 -1.9013 -1.7936 -0.63
Si -2.0227 0.0927 0.1089 2.00
Br 0.9129 0.3056 0.3892 -0.46
C -2.5119 0.3759 2.2644 -0.06
C -1.7859 -0.7069 3.0098 -0.69
C -1.9852 1.7439 2.5782 -0.69
C -4.0080 0.2550 2.3168 -0.70
C -2.2518 1.7190 -1.0572 -0.50
C -3.7402 1.8774 -1.3850 -0.64
C -1.7168 3.0052 -0.4237 -0.63
C -1.4740 1.4452 -2.3546 -0.63
H -3.5560 -3.1939 -1.2162 0.26
H -3.9457 -1.5388 -1.6326 0.23
H -4.1813 -2.1256 0.0169 0.23
H -1.4915 -3.7837 0.0406 0.25
H -2.1490 -2.8887 1.3775 0.22
H -0.5069 -2.5366 0.8108 0.22
H -1.2554 -2.9334 -2.1375 0.26
H -0.1849 -1.6384 -1.6057 0.23
H -1.6058 -1.2854 -2.6002 0.23
H -0.7289 -0.7372 2.7636 0.25
H -2.2345 -1.6860 2.8864 0.25
H -1.8498 -0.4828 4.0773 0.30
H -0.9449 1.8535 2.2900 0.25
H -2.0204 1.8842 3.6599 0.30
H -2.5892 2.5315 2.1455 0.25
H -4.3724 -0.7181 1.9959 0.25
H -4.5168 1.0372 1.7597 0.25
H -4.3259 0.3674 3.3598 0.31
H -4.3366 2.1271 -0.5120 0.23
H -4.1549 0.9896 -1.8535 0.23
H -3.8482 2.6998 -2.0914 0.27
H -2.3919 3.4088 0.3227 0.23
H -1.6393 3.7605 -1.2028 0.25
H -0.7309 2.8676 0.0100 0.22
H -1.9471 0.6795 -2.9591 0.23
H -0.4383 1.1766 -2.1700 0.23
H -1.4807 2.3585 -2.9460 0.26
C 2.5899 -4.7038 -0.2404 -0.79
S 3.9333 -3.5517 0.1993 1.27
C 5.1579 -4.0043 -1.0598 -0.80
O 3.3862 -2.2100 -0.2888 -1.05
H 2.2732 -4.5568 -1.2681 0.25
H 1.7570 -4.5450 0.4404 0.25
H 2.9525 -5.7193 -0.1092 0.27
H 5.6868 -4.8835 -0.7025 0.27
H 5.8712 -3.1914 -1.1700 0.26
H 4.6704 -4.2066 -2.0086 0.26
```

***

No. 2
The following is a quantum chemistry calculation of C19H37Cl3O36S9 as an isolated structure, from OMol25.

As for the molecular weight: 1236.43 Da. The net charge is 0. Its LUMO energy is 0.18 eV.

```
104
Properties=species:S:1:pos:R:3:mulliken_charge:R:1
C -0.5494 3.3106 -2.3590 0.32
C 0.3338 4.5664 -2.5207 -0.47
O 0.6338 4.9701 -1.1264 -0.35
S -0.4500 4.5652 -0.1625 1.26
O -1.5428 5.5474 -0.0976 -0.68
O 0.1467 4.2878 1.0926 -0.58
O -0.9877 3.2738 -0.9423 0.06
H 0.0492 2.3954 -2.5147 -0.29
H -1.4944 3.3361 -2.9562 0.27
H -0.2604 5.4257 -2.8560 0.30
H 1.2693 4.4119 -2.9702 0.30
C -1.4370 5.1398 4.1941 -0.23
C -0.9866 3.7697 4.6391 -0.15
O -1.9290 2.8725 4.0459 -0.31
S -3.1048 3.5754 3.3227 0.96
O -4.3170 2.9943 3.6830 -0.67
O -2.8696 3.6264 1.9420 -0.24
O -2.9124 5.0315 3.9982 -0.38
H -1.0986 5.3154 3.1760 0.16
H -1.3418 5.9234 4.9795 0.31
H -1.1520 3.4759 5.6598 0.33
H 0.0978 3.5072 4.3525 0.15
C -0.5749 0.8922 0.9969 0.44
C -0.2048 -0.4683 1.4730 0.22
O -0.6573 -1.3866 0.3944 -0.54
S -1.6640 -0.6031 -0.6293 0.50
O -2.9267 -1.2611 -0.6152 -0.32
O -0.8873 -0.3965 -1.7804 -0.52
O -1.7230 0.7416 0.1980 0.63
H 0.2895 1.2580 0.3182 -0.38
H -0.8213 1.5782 1.7752 0.28
H -0.5135 -0.8914 2.4088 0.37
H 0.9203 -0.6554 1.4660 -0.63
C 6.3167 -4.7618 1.0470 -0.42
C 5.1049 -4.3031 1.8601 0.13
O 5.4273 -3.0793 2.5371 -0.27
S 6.6159 -2.4021 1.7866 0.86
O 7.7431 -2.3135 2.6781 -0.59
O 6.0929 -1.2964 1.1247 -0.29
O 6.8634 -3.5179 0.7127 -0.28
H 6.0314 -5.3379 0.1929 0.38
H 6.9880 -5.2912 1.7728 0.30
H 4.6971 -5.0487 2.4978 0.39
H 4.3225 -4.0385 1.1446 -0.23
C -4.6108 3.4943 -0.5208 0.29
C -4.8379 2.1770 0.2209 -0.30
O -4.4457 1.1130 -0.6840 -0.12
S -4.4470 1.5883 -2.1778 0.95
O -5.3896 0.9822 -3.0271 -0.65
O -3.0927 1.6247 -2.7009 -0.46
O -4.8919 3.0742 -1.9006 -0.43
H -3.5970 3.8377 -0.3463 -0.16
H -5.2375 4.2680 -0.1064 0.44
H -5.8203 1.9000 0.4269 0.39
H -4.2839 1.9288 1.0881 0.02
C -4.7902 -2.7117 1.0822 0.19
C -3.5070 -3.4250 1.6849 0.02
O -3.2407 -2.8519 2.9792 -0.40
S -4.1229 -1.5165 3.1280 1.00
O -3.3946 -0.4450 2.4916 -0.29
O -4.6376 -1.3702 4.4176 -0.65
O -5.3625 -2.0040 2.2367 -0.49
H -5.6049 -3.3211 0.7305 0.47
H -4.5752 -1.8917 0.3546 -0.26
H -2.6382 -3.2879 1.0175 -0.07
H -3.6416 -4.5104 1.7895 0.37
C -2.2925 -1.1651 -4.3041 0.13
C -3.7631 -1.6075 -4.3171 -0.29
O -3.6584 -3.0227 -4.3437 -0.40
S -2.4310 -3.5292 -3.4989 1.14
O -1.6843 -4.3619 -4.3495 -0.62
O -2.8172 -4.0299 -2.2180 -0.53
O -1.7051 -2.1264 -3.4324 -0.13
H -2.0947 -0.2528 -3.7988 -0.16
H -1.8679 -1.2492 -5.2412 0.37
H -4.2838 -1.3018 -5.1800 0.41
H -4.4044 -1.3768 -3.4996 0.15
C 1.6277 -2.3844 -1.4691 0.78
C 1.7663 -2.7225 -2.9631 -0.10
O 2.6503 -3.8450 -3.0370 -0.45
S 3.5528 -3.9443 -1.6920 1.12
O 4.9479 -3.7958 -1.9116 -0.63
O 3.1894 -5.0549 -0.9344 -0.57
O 3.0056 -2.6278 -1.0274 0.21
H 0.9527 -3.0079 -0.9099 0.22
H 1.4808 -1.2320 -1.3130 -0.99
H 2.2150 -1.8798 -3.4547 0.33
H 0.8281 -2.9561 -3.4360 0.14
C 4.6253 0.6071 -0.2570 0.32
C 5.1638 -0.0910 -1.4979 -0.17
O 3.9756 0.1792 -2.4918 -0.44
S 3.0873 1.4411 -2.0005 0.80
O 1.8603 0.8757 -1.4904 -0.17
O 2.9850 2.4674 -2.9804 -0.67
O 3.9909 1.8418 -0.7619 -0.45
H 5.4264 0.9080 0.4029 0.38
H 3.7883 0.0753 0.2361 -0.11
H 5.2951 -1.1781 -1.5314 0.05
H 5.9813 0.4010 -1.9366 0.41
C 4.3772 0.4863 3.6559 0.26
Cl 3.8409 2.0818 3.1827 -0.11
Cl 3.1374 -0.7049 3.1631 -0.13
Cl 4.5842 0.4562 5.4003 -0.13
H 5.2998 0.2347 3.1145 0.07
```

***

No. 3
The following is a quantum chemistry calculation of a 2-piece molecular cluster, C19H37ClF5N5O9S5Si overall, from OMol25.

As for the molecular weight: 798.39 Da. The net charge is 0. Its LUMO energy is -2.10 eV.

```
82
Properties=species:S:1:pos:R:3:mulliken_charge:R:1
C 0.0095 4.0453 -3.1680 -0.71
O -0.2466 3.1479 -2.0521 -0.21
C 0.7961 2.1227 -2.0035 -2.00
C 0.7860 1.2618 -0.6554 0.05
S 0.7053 2.5824 0.6606 1.17
O -0.6822 3.1369 0.8972 -0.61
O 1.1425 2.0101 2.0048 -0.64
C 1.9215 4.0074 0.3517 0.58
F 2.1785 4.5470 1.6410 -0.18
F 1.4022 5.0109 -0.4623 -0.15
F 3.1513 3.4714 -0.0899 -0.21
N 1.9591 0.4629 -0.2291 0.85
C 3.1287 0.3550 -1.1441 -1.24
C 3.0999 -0.8456 -2.2095 -0.25
C 2.8476 -0.3232 -3.7334 -0.59
S 4.0648 -1.1613 -4.9090 -0.23
C 1.4529 -0.7341 0.4550 -1.69
N 2.1419 -1.6771 1.1177 0.68
C 3.6243 -1.5814 1.3176 -0.93
C 4.4975 -2.3912 0.2668 0.35
O 5.7167 -2.0947 0.1745 -0.60
O 3.9981 -3.3879 -0.6054 -0.41
Si 1.4008 -3.1707 1.8663 0.54
C 0.9346 -2.7096 3.6965 -0.89
C 2.6842 -4.6137 2.0502 -1.18
C -0.0586 -3.8973 0.8739 -0.92
N -0.0230 -0.7118 0.2930 0.78
C -0.8356 -0.3855 1.5080 -0.64
C -2.0986 -1.4054 1.6211 0.22
C -3.3988 -0.7210 2.2613 -0.83
C -3.3173 -0.7917 3.8673 -0.49
C -3.4820 -2.2704 4.4704 0.00
N -4.0506 -2.2859 5.8599 -0.63
C -0.4056 0.2095 -0.8335 1.32
S -0.3110 -1.0192 -2.2662 -0.39
Cl -2.1278 0.7676 -1.0010 0.00
H 0.9773 3.8192 -3.7347 0.32
H -0.8422 3.9340 -3.9292 0.27
H 0.0637 5.1532 -2.8709 0.24
H 1.7826 2.7249 -2.0852 0.60
H 0.7178 1.5319 -2.9738 0.50
H 3.3513 1.3087 -1.7462 0.50
H 4.0998 0.2108 -0.5346 0.54
H 2.4152 -1.7156 -1.9366 0.24
H 4.1644 -1.2929 -2.2421 0.57
H 3.0724 0.7912 -3.8320 0.25
H 1.8189 -0.6007 -4.1294 0.21
H 3.8440 -2.5232 -4.6896 0.13
H 3.8359 -2.0306 2.3591 0.67
H 3.9038 -0.4744 1.4081 0.52
H 4.7304 -3.5597 -1.2445 0.38
H 1.7222 -3.1661 4.4062 0.42
H -0.0849 -3.1214 3.9975 0.12
H 1.0256 -1.5714 3.8550 0.34
H 3.7250 -4.2353 2.3704 0.29
H 2.8256 -5.1877 1.0696 0.29
H 2.3363 -5.3017 2.9060 0.41
H 0.2616 -4.9201 0.4409 0.46
H -0.8965 -4.1485 1.6206 0.32
H -0.4088 -3.2788 -0.0129 0.18
H -1.1698 0.6939 1.6104 0.46
H -0.2103 -0.6067 2.4535 -0.21
H -1.8566 -2.3412 2.2204 -0.46
H -2.4075 -1.7567 0.5668 0.40
H -3.4778 0.3716 1.9365 0.30
H -4.3718 -1.2649 1.9715 0.34
H -4.1656 -0.1483 4.2991 0.42
H -2.3404 -0.2874 4.2140 0.11
H -4.0986 -2.9778 3.8211 0.23
H -2.4332 -2.7450 4.5666 -0.11
H -3.3071 -2.1630 6.5614 0.26
H -4.7425 -1.5320 5.9628 0.27
H -0.8133 -0.3439 -3.3914 0.33
N -5.4417 5.5020 -3.5463 -0.35
S -4.2760 4.4881 -3.2557 1.15
O -3.0472 4.6535 -4.0009 -0.58
O -4.6385 3.1274 -2.9254 -0.60
F -3.8177 5.0233 -1.8202 -0.28
S -6.0798 5.2713 -4.9665 1.12
O -6.9213 6.3633 -5.4023 -0.64
O -6.5875 3.9550 -5.2744 -0.56
F -4.8438 5.4117 -5.9648 -0.26
```